{
  "formula": "C17H25ClNO2S",
  "method": "wB97M-V/def2-TZVPD",
  "smiles": "CCOC(=O)[C@H]1CC[N@H+](CCCSc2ccc(Cl)cc2)CC1",
  "energy_ev": -46972.5003,
  "homo_energy_ev": -11.0,
  "e_lumo_ha": -0.0781,
  "charge": 1,
  "mol_weight_g_mol": 342.9,
  "e_above_lowest_ev": 0.242,
  "homo_lumo_gap_ev": 8.914,
  "spin_multiplicity": 1,
  "species": ["C", "C", "O", "C", "O", "C", "C", "C", "N", "C", "C", "C", "S", "C", "C", "C", "C", "Cl", "C", "C", "C", "C", "H", "H", "H", "H", "H", "H", "H", "H", "H", "H", "H", "H", "H", "H", "H", "H", "H", "H", "H", "H", "H", "H", "H", "H", "H"],
  "positions_angstrom": [[-3.8439, -3.8592, 3.3387], [-3.1958, -4.4343, 2.0904], [-1.7741, -4.1973, 2.0951], [-1.3139, -3.0877, 1.5986], [-1.9912, -2.2092, 1.0864], [0.2056, -2.9901, 1.7107], [0.5974, -1.9875, 2.8065], [0.1037, -0.5681, 2.4893], [-0.1008, -0.3912, 1.0334], [-0.3079, 1.0217, 0.6541], [-1.0154, 1.1527, -0.7013], [-0.3525, 2.2006, -1.5839], [1.3841, 1.6942, -1.9456], [1.9219, 3.1106, -2.8767], [2.2443, 2.9550, -4.2152], [2.6698, 4.0478, -4.9469], [2.7654, 5.2890, -4.3324], [3.2867, 6.6551, -5.2428], [2.4498, 5.4408, -2.9883], [2.0351, 4.3451, -2.2564], [1.0072, -1.0398, 0.3024], [0.8255, -2.5573, 0.3675], [-3.3732, -4.2647, 4.2306], [-4.8965, -4.1239, 3.3478], [-3.7589, -2.7749, 3.3509], [-3.6247, -3.9900, 1.1879], [-3.2947, -5.5198, 2.0595], [0.5668, -3.9804, 1.9938], [1.6843, -2.0010, 2.8911], [0.1938, -2.3058, 3.7673], [-0.8475, -0.3707, 2.9876], [0.8335, 0.1678, 2.8344], [-0.9788, -0.9501, 0.8168], [-0.8976, 1.5025, 1.4359], [0.6722, 1.5035, 0.6077], [-0.9954, 0.1983, -1.2300], [-2.0621, 1.4242, -0.5593], [-0.8735, 2.2879, -2.5359], [-0.3271, 3.1738, -1.0954], [2.1647, 1.9837, -4.6789], [2.9234, 3.9397, -5.9891], [2.5373, 6.4075, -2.5191], [1.8056, 4.4533, -1.2066], [1.0181, -0.6954, -0.7319], [1.9468, -0.7281, 0.7624], [0.1872, -2.8928, -0.4512], [1.7954, -3.0357, 0.2400]],
  "atomic_forces_ev_per_a": [[0.3, -0.1, -0.2], [-0.8, 0.1, 0.0], [0.2, -0.3, 0.2], [0.7, 0.2, -0.1], [-0.4, -0.1, 0.0], [-0.1, -0.2, 0.1], [-0.1, -0.1, -0.1], [0.1, -0.2, 0.7], [-0.5, -0.1, -0.1], [-0.2, 0.6, -0.2], [0.2, 0.1, 0.0], [0.4, -0.1, -0.2], [-0.3, 0.2, 0.0], [-0.1, -0.4, 0.2], [0.0, 0.1, 0.1], [0.1, 0.2, 0.0], [-0.1, -0.2, 0.1], [0.0, 0.1, -0.1], [0.0, 0.1, -0.1], [0.1, 0.1, -0.1], [0.4, -0.4, -0.5], [-0.1, 0.0, 0.0], [0.0, 0.0, 0.1], [-0.1, 0.0, 0.0], [0.0, 0.1, 0.0], [0.1, -0.1, 0.1], [0.1, 0.1, -0.1], [0.0, 0.1, 0.0], [0.0, 0.0, 0.0], [0.1, 0.1, 0.0], [0.0, 0.1, -0.2], [-0.1, 0.0, -0.1], [0.4, 0.3, 0.1], [0.1, -0.1, 0.0], [0.0, -0.1, 0.2], [-0.1, -0.1, 0.0], [0.0, -0.1, 0.0], [-0.1, 0.1, 0.1], [-0.1, 0.0, 0.0], [0.0, -0.1, -0.1], [0.0, 0.0, -0.1], [0.0, 0.1, 0.0], [0.0, 0.0, 0.1], [0.0, 0.0, 0.1], [-0.1, 0.1, 0.0], [0.1, 0.0, 0.0], [0.0, 0.0, 0.0]],
  "lowdin_charge": [-0.05, -0.18, 0.05, -0.45, 0.10, -0.19, -0.09, -0.10, -0.13, -0.14, -0.22, -0.42, 0.94, -0.55, -0.09, -0.09, -0.67, 0.70, -0.09, -0.10, -0.11, -0.08, 0.08, 0.09, 0.08, 0.13, 0.13, 0.16, 0.13, 0.13, 0.14, 0.14, 0.13, 0.14, 0.11, 0.11, 0.12, 0.09, 0.08, 0.11, 0.11, 0.11, 0.11, 0.09, 0.15, 0.13, 0.13]
}


{
  "formula": "C17H25FIrN2S4SbSi2",
  "method": "wB97M-V/def2-TZVPD",
  "energy_ev": -92210.0404,
  "homo_energy_ev": [-4.0, -4.0],
  "e_lumo_ha": [0.0524, 0.0523],
  "charge": -1,
  "mol_weight_g_mol": 774.8,
  "e_above_lowest_ev": 2.413,
  "homo_lumo_gap_ev": [5.450, 5.471],
  "spin_multiplicity": 2,
  "s2": 0.77,
  "species": ["Ir", "C", "Si", "C", "C", "N", "C", "C", "C", "C", "C", "C", "F", "H", "H", "H", "H", "H", "H", "H", "H", "H", "H", "H", "H", "H", "S", "Sb", "S", "S", "C", "Si", "C", "C", "C", "C", "C", "C", "N", "C", "S", "H", "H", "H", "H", "H", "H", "H", "H", "H", "H", "H", "H"],
  "positions_angstrom": [[-0.3921, 1.4060, 0.2236], [2.2407, -0.5942, 1.3904], [2.5732, 0.4657, -0.1430], [2.1003, -0.3384, -1.7885], [4.4617, 0.5233, -0.2138], [1.6206, 1.9340, 0.0440], [2.1223, 3.2356, 0.0578], [3.4685, 3.5435, -0.2175], [3.9551, 4.8420, -0.2241], [3.1242, 5.9199, 0.0293], [1.7928, 5.6643, 0.3211], [1.3409, 4.3634, 0.3467], [0.0657, 4.1723, 0.6786], [2.0615, -1.6371, 1.1174], [1.3556, -0.2453, 1.9218], [3.0832, -0.5614, 2.0875], [1.9677, -1.4185, -1.6936], [2.8669, -0.1526, -2.5465], [1.1593, 0.0710, -2.1543], [4.8248, -0.5075, -0.2639], [4.8928, 0.9927, 0.6736], [4.8301, 1.0466, -1.0983], [4.1465, 2.7436, -0.4524], [5.0042, 5.0117, -0.4376], [3.5008, 6.9341, 0.0088], [1.0851, 6.4555, 0.5318], [-2.3648, 5.7018, 1.5219], [-2.8430, 3.5340, 1.0311], [-1.2476, 2.0801, 2.2880], [-1.7317, 2.7996, -1.1057], [-1.1263, -4.2198, -1.7267], [-2.1632, -3.9162, -0.1938], [-3.5545, -5.1857, -0.1888], [-1.1387, -4.2061, 1.3515], [-2.9118, -2.1934, -0.1301], [-4.2819, -1.9785, -0.1011], [-4.8008, -0.7035, 0.0876], [-3.9128, 0.3405, 0.2640], [-2.5906, 0.1794, 0.1926], [-2.1063, -1.0401, -0.0236], [-0.3935, -1.0357, -0.1600], [-0.6299, -5.1926, -1.6731], [-0.3560, -3.4515, -1.8187], [-1.7343, -4.1988, -2.6343], [-3.1243, -6.1907, -0.1614], [-4.1778, -5.1203, -1.0850], [-4.2067, -5.0842, 0.6824], [-0.6410, -5.1791, 1.3093], [-1.7536, -4.1750, 2.2538], [-0.3702, -3.4362, 1.4444], [-4.9617, -2.8174, -0.2128], [-5.8655, -0.5203, 0.1180], [-4.2638, 1.3394, 0.4715]],
  "atomic_forces_ev_per_a": [[-0.9, -0.2, -0.1], [0.0, -0.1, -0.1], [-0.1, -0.5, 0.1], [0.1, 0.0, 0.0], [0.0, 0.4, 0.0], [-1.3, -0.3, 0.1], [0.1, 0.3, 0.0], [-0.2, 0.0, -0.1], [0.1, 0.0, 0.0], [-0.1, 0.0, 0.1], [0.2, 0.1, -0.1], [-0.1, -0.2, 0.0], [0.3, 0.2, 0.1], [0.1, 0.0, 0.1], [0.0, 0.0, 0.1], [0.1, 0.1, -0.1], [0.1, 0.0, 0.0], [0.0, 0.0, 0.1], [0.0, 0.0, -0.1], [-0.1, 0.0, 0.0], [0.0, 0.0, 0.0], [0.1, -0.1, 0.0], [0.0, 0.1, 0.0], [0.0, -0.1, 0.0], [0.0, 0.0, 0.0], [0.0, -0.1, 0.0], [-0.1, -0.2, -0.1], [-0.7, 0.9, 0.3], [0.7, -0.2, -0.9], [1.0, -0.3, 0.5], [0.0, 0.1, 0.0], [0.0, -0.3, 0.1], [-0.1, 0.1, 0.0], [0.1, 0.1, -0.1], [0.1, 0.0, -0.1], [0.0, -0.1, 0.0], [0.1, 0.1, 0.0], [0.0, 0.0, -0.1], [0.2, 0.1, 0.0], [-0.3, -0.1, 0.1], [0.6, 0.4, 0.0], [0.0, 0.0, 0.0], [0.0, 0.0, 0.0], [0.0, 0.0, 0.0], [0.0, 0.0, 0.0], [0.0, 0.0, 0.0], [0.0, 0.0, 0.0], [0.0, 0.0, 0.0], [0.0, 0.0, 0.0], [0.0, 0.0, 0.0], [0.0, 0.0, 0.0], [0.0, 0.0, 0.0], [0.0, 0.0, -0.1]],
  "mulliken_spin": [0.64, 0.01, 0.00, 0.00, 0.00, -0.03, -0.03, 0.00, 0.00, 0.00, 0.00, 0.02, 0.01, 0.00, -0.01, 0.00, 0.00, 0.00, 0.00, 0.00, 0.00, 0.00, 0.00, 0.00, 0.00, 0.00, 0.03, 0.03, 0.06, 0.10, 0.00, 0.01, 0.00, 0.00, 0.00, 0.00, 0.00, -0.02, 0.00, 0.02, 0.15, 0.00, 0.00, 0.00, 0.00, 0.00, 0.00, 0.00, 0.00, 0.00, 0.00, 0.00, 0.01]
}


{
  "formula": "C17H25KO9S2",
  "method": "wB97M-V/def2-TZVPD",
  "energy_ev": -74455.3488,
  "homo_energy_ev": -0.3,
  "e_lumo_ha": 0.1221,
  "charge": -2,
  "mol_weight_g_mol": 476.6,
  "homo_lumo_gap_ev": 3.671,
  "spin_multiplicity": 1,
  "species": ["K", "C", "C", "C", "O", "H", "H", "H", "H", "H", "H", "H", "C", "C", "C", "O", "C", "C", "C", "O", "O", "O", "H", "H", "C", "C", "C", "S", "O", "O", "C", "H", "H", "H", "H", "H", "H", "H", "H", "C", "C", "C", "S", "O", "O", "C", "H", "H", "H", "H", "H", "H", "H", "H"],
  "positions_angstrom": [[20.0264, -22.1064, 8.4041], [17.8825, -18.2001, 5.9460], [18.7937, -19.4528, 6.1055], [20.1864, -19.0312, 6.5994], [18.1762, -20.4720, 6.7775], [17.0861, -18.4923, 5.2576], [18.4273, -17.3984, 5.4303], [17.4225, -17.8154, 6.8592], [18.9492, -19.7491, 5.0506], [20.9887, -19.7518, 6.4255], [20.1980, -18.7882, 7.6708], [20.4731, -18.0790, 6.1356], [21.3921, -25.5735, 5.0396], [21.2055, -26.3128, 3.8469], [19.8999, -26.1086, 2.9542], [19.8097, -26.6415, 1.8616], [18.8307, -25.3241, 3.6031], [19.0165, -24.6834, 4.8394], [20.2796, -24.9601, 5.5956], [20.4993, -24.5520, 6.8112], [18.0578, -24.0347, 5.3481], [22.0481, -27.1155, 3.4057], [22.3691, -25.6507, 5.4944], [17.9450, -25.1528, 3.0061], [20.7963, -27.1085, 8.6637], [20.0914, -27.1296, 10.0243], [20.2528, -25.7741, 10.6703], [21.9315, -25.1676, 10.0879], [22.8534, -25.5396, 11.1346], [21.7654, -23.8198, 9.6178], [22.1251, -26.3778, 8.7467], [20.1582, -26.5916, 7.9452], [21.0615, -28.1206, 8.3569], [20.6358, -27.8576, 10.6390], [19.0394, -27.4099, 10.0080], [20.1507, -25.6172, 11.7387], [19.5850, -25.1371, 10.0812], [23.1066, -26.8361, 8.7929], [22.0572, -25.6924, 7.8876], [25.2226, -21.8985, 11.3058], [25.5140, -22.4430, 9.8729], [25.1385, -21.3265, 8.9073], [23.6376, -20.5118, 9.5428], [22.4759, -20.9518, 8.8166], [24.0210, -19.1231, 9.7421], [23.8056, -21.3191, 11.2120], [25.7924, -21.0372, 11.6529], [25.1475, -22.6855, 12.0544], [25.1866, -23.4727, 9.7393], [26.5964, -22.6001, 9.8070], [24.9335, -21.6589, 7.8918], [25.8748, -20.5312, 8.9950], [22.9964, -22.0498, 11.1588], [23.5698, -20.5046, 11.8941]],
  "atomic_forces_ev_per_a": [[-0.6, -0.1, -1.3], [0.1, -0.1, -0.6], [-0.9, -0.7, 0.2], [0.2, 0.7, 0.5], [1.0, 0.6, 0.7], [-0.2, 0.0, 0.2], [0.0, 0.2, 0.1], [0.2, -0.2, 0.2], [0.3, 0.0, -0.4], [-0.2, -0.2, -0.1], [-0.3, -0.2, 0.1], [0.2, -0.1, -0.3], [-1.3, -0.7, -1.7], [0.7, -0.6, -1.5], [-1.4, 1.3, 2.6], [0.3, -0.4, -0.8], [2.5, -1.1, -1.3], [-3.0, -0.3, -0.3], [3.1, 1.0, 2.6], [-1.5, 0.5, 0.0], [1.5, -0.1, 0.4], [-0.1, 0.2, 0.2], [-0.1, 0.0, 0.5], [-0.2, 0.1, 0.2], [-0.1, -0.8, 0.2], [1.1, -0.8, 1.3], [0.5, 1.3, -2.0], [-2.1, -2.7, 0.4], [1.0, 0.7, 0.5], [0.7, 0.6, 0.3], [-0.7, 2.7, -0.6], [0.3, -0.1, -0.3], [-0.6, -0.1, -0.3], [-0.3, -0.2, 0.1], [0.0, -0.1, -0.3], [0.1, -0.2, 0.0], [-0.1, 0.4, 0.5], [-0.3, -0.5, 0.4], [0.4, -0.1, -0.3], [-2.0, 0.1, -0.5], [1.8, 0.4, 1.2], [-0.7, -0.5, -0.1], [2.2, -0.8, 1.2], [0.0, 0.6, 0.3], [-0.8, -0.1, -0.4], [-1.3, 0.5, -1.2], [0.8, -0.4, -0.3], [0.6, 0.0, 0.0], [-1.1, 0.4, -0.2], [0.1, 0.3, -0.1], [0.2, 0.2, -0.1], [0.1, -0.1, -0.4], [0.2, -0.3, 0.4], [0.0, -0.2, 0.2]],
  "lowdin_charge": [0.79, -0.12, -0.70, -0.12, -0.36, 0.05, 0.04, 0.05, 0.11, 0.05, 0.06, 0.05, -0.04, -0.38, -0.40, -0.04, -0.02, -0.43, -0.35, -0.19, -0.06, -0.06, 0.09, 0.08, -0.20, -0.23, -0.20, 0.69, -0.37, -0.41, -0.21, 0.11, 0.12, 0.11, 0.11, 0.10, 0.10, 0.10, 0.07, -0.19, -0.20, -0.21, 0.70, -0.38, -0.35, -0.21, 0.11, 0.11, 0.11, 0.10, 0.11, 0.10, 0.08, 0.09]
}


{
  "formula": "C17H25N3O3",
  "method": "wB97M-V/def2-TZVPD",
  "smiles": "COCCNC(=O)CN1[C@@H]2CC[C@H]1C[C@](O)(c1cccnc1)C2",
  "energy_ev": -28647.5769,
  "homo_energy_ev": -8.8,
  "e_lumo_ha": 0.0226,
  "charge": 0,
  "mol_weight_g_mol": 319.4,
  "e_above_lowest_ev": 2.737,
  "homo_lumo_gap_ev": 9.440,
  "spin_multiplicity": 1,
  "species": ["C", "O", "C", "C", "N", "C", "O", "C", "N", "C", "C", "C", "C", "C", "C", "O", "C", "C", "C", "C", "N", "C", "C", "H", "H", "H", "H", "H", "H", "H", "H", "H", "H", "H", "H", "H", "H", "H", "H", "H", "H", "H", "H", "H", "H", "H", "H", "H"],
  "positions_angstrom": [[-5.5774, -2.0254, 0.8447], [-5.4464, -0.6352, 1.0548], [-5.6084, 0.1522, -0.0941], [-4.4871, -0.0178, -1.1371], [-3.1862, 0.1470, -0.5446], [-2.3773, -0.8928, -0.2685], [-2.5895, -2.0334, -0.6300], [-1.1490, -0.5025, 0.5490], [-0.7710, 0.8662, 0.2971], [0.1294, 1.5100, 1.2349], [0.2207, 2.9242, 0.6455], [0.0377, 2.7001, -0.8661], [-0.1619, 1.1833, -0.9858], [1.1696, 0.4458, -1.1931], [2.1981, 0.7257, -0.0842], [2.8387, 1.9532, -0.4213], [3.2884, -0.3462, -0.0403], [3.5602, -1.2040, -1.1014], [4.6093, -2.1036, -1.0027], [5.3696, -2.1111, 0.1549], [5.1438, -1.2856, 1.1616], [4.1413, -0.4336, 1.0600], [1.5008, 0.8166, 1.2926], [-5.6095, -2.4762, 1.8347], [-4.7289, -2.4374, 0.2906], [-6.5074, -2.2541, 0.3107], [-6.5740, -0.0595, -0.5799], [-5.6146, 1.1830, 0.2724], [-4.6339, 0.7159, -1.9355], [-4.5121, -1.0229, -1.5644], [-2.9432, 1.0351, -0.1293], [-1.4344, -0.5860, 1.6037], [-0.3660, -1.2516, 0.3590], [-0.3101, 1.5058, 2.2380], [1.1724, 3.3965, 0.8739], [-0.5787, 3.5461, 1.0465], [0.9074, 3.0259, -1.4295], [-0.8398, 3.2290, -1.2356], [-0.8407, 0.9121, -1.7997], [0.9628, -0.6243, -1.2350], [1.6021, 0.7571, -2.1442], [3.5363, 2.1257, 0.2207], [2.9703, -1.1762, -2.0040], [4.8316, -2.7800, -1.8134], [6.1979, -2.7947, 0.2850], [4.0202, 0.2140, 1.9194], [1.3685, -0.1937, 1.6864], [2.1356, 1.3676, 1.9895]],
  "atomic_forces_ev_per_a": [[0.0, -0.1, 0.0], [0.1, 0.1, 0.1], [0.1, 0.0, -0.2], [-0.3, -0.2, 0.2], [-0.3, 0.3, -0.1], [0.2, 0.3, 0.1], [0.1, -0.4, 0.0], [0.1, -0.1, 0.0], [-0.2, 0.0, 0.2], [0.2, 0.2, 0.4], [0.0, 0.0, 0.1], [0.0, 0.0, -0.1], [0.1, 0.0, -0.5], [-0.1, 0.2, 0.2], [0.1, -0.6, 0.2], [0.0, 0.4, -0.1], [0.1, 0.0, -0.1], [0.0, 0.0, 0.2], [0.0, 0.1, 0.0], [0.0, -0.2, -0.3], [0.4, 0.0, 0.4], [-0.3, 0.1, -0.1], [-0.3, 0.1, -0.2], [0.0, -0.1, 0.0], [-0.1, 0.0, 0.0], [0.0, 0.0, 0.0], [0.1, 0.1, 0.0], [-0.1, 0.0, -0.1], [0.0, -0.1, 0.0], [0.0, 0.1, -0.1], [0.2, -0.1, 0.0], [0.0, -0.1, 0.0], [-0.1, 0.0, 0.0], [0.0, 0.0, -0.1], [0.0, 0.1, 0.0], [0.0, 0.0, 0.0], [0.0, 0.1, -0.1], [0.0, 0.0, 0.0], [0.0, 0.0, 0.0], [0.1, 0.0, -0.1], [0.0, -0.1, -0.1], [0.0, -0.1, 0.0], [-0.1, 0.0, -0.1], [0.0, -0.1, -0.1], [0.0, -0.1, -0.1], [-0.1, 0.1, 0.0], [0.0, 0.0, 0.1], [0.1, -0.1, 0.0]],
  "lowdin_charge": [-0.10, -0.19, -0.22, -0.15, 0.07, -0.48, 0.05, -0.08, -0.12, -0.28, -0.11, -0.11, -0.28, -0.06, -0.44, 0.01, -0.13, -0.01, -0.05, -0.15, 0.06, -0.10, -0.06, 0.09, 0.07, 0.09, 0.12, 0.12, 0.12, 0.12, 0.14, 0.14, 0.13, 0.15, 0.11, 0.11, 0.11, 0.11, 0.15, 0.12, 0.14, 0.11, 0.11, 0.10, 0.10, 0.11, 0.13, 0.12]
}